Density functional theory data (ωB97M-V with the def2-TZVPD basis set) for 5 unconnected molecules or ions with the total composition C3H10O3 at a distorted geometry.

XYZ file:
```
16
C3H10O3 (ωB97M-V with the def2-TZVPD basis set)
O -0.01 0.12 -1.21
O 2.08 -1.28 -0.50
O -1.22 -1.82 0.30
C -0.32 0.61 1.57
C -0.35 1.66 0.51
C -0.22 1.31 -0.85
H -0.64 -1.29 -0.30
H -0.79 3.49 1.27
H 0.61 0.04 1.51
H -0.53 1.94 -1.68
H -0.96 2.58 0.80
H 0.99 -2.08 -0.10
H 1.89 -0.69 -1.24
H -1.29 -2.73 -0.01
H -0.29 1.04 2.59
H -1.13 -0.10 1.56
```

Its largest force on an atom is 6.30 eV/Å. For the HOMO energy, the calculation gives -8.938 eV. Its multiplicity is 1. Its HOMO-LUMO gap is 6.27 eV. Its calculated total energy is -345.70823 Ha. For the energy relative to the best compared isomer or geometry (same formula, charge and spin), the calculation gives 8.333 eV.